DFT (ωB97M-V with the def2-TZVPD basis set) results for 10 unconnected molecules or ions with the total composition C55H125N5O10.

```
195
Properties=species:S:1:pos:R:3:mulliken_charge:R:1
C -1.7306 -4.7829 -2.9025 -1.581
C -0.2525 -4.9747 -3.3236 2.234
C 0.1019 -3.8814 -4.2929 -1.663
C 0.6118 -4.7980 -2.0811 0.005
C 0.4445 -5.9359 -1.0684 0.104
C 0.8311 -7.2596 -1.7471 -1.534
C 0.0484 -7.5069 -3.0333 1.622
C 0.8938 -8.5151 -3.8449 -1.836
C -1.2896 -8.1554 -2.6673 -1.776
N -0.0077 -6.2967 -3.8953 0.242
O -0.8594 -6.5253 -5.0033 -0.502
H -2.3596 -4.9512 -3.7799 0.533
H -2.0920 -5.4688 -2.1344 0.231
H -2.0175 -3.8317 -2.4463 0.054
H 1.1515 -3.9332 -4.5904 0.423
H -0.4755 -3.9488 -5.2230 0.437
H -0.1642 -2.8919 -3.9195 -0.056
H 1.6800 -4.8563 -2.3268 0.534
H 0.3819 -3.8658 -1.5617 -0.965
H 0.9559 -5.6977 -0.1396 0.092
H -0.6245 -5.9615 -0.8294 -0.121
H 0.6352 -7.9894 -0.9579 0.519
H 1.9190 -7.2046 -1.8555 0.330
H 0.9299 -9.4522 -3.2871 0.392
H 1.9162 -8.1410 -3.9144 0.444
H 0.5383 -8.6413 -4.8662 0.360
H -1.1654 -9.1340 -2.2075 0.460
H -1.8375 -8.2610 -3.6081 0.384
H -1.9016 -7.5682 -1.9831 0.293
H -0.2448 -6.5687 -5.7431 0.370
C -1.7366 5.8940 1.6732 -1.003
C -0.8755 6.8028 0.7877 1.856
C -1.6193 8.1122 0.4816 -2.097
C 0.4262 7.1705 1.5268 -1.662
C 1.4044 5.9999 1.6537 1.052
C 1.7584 5.5926 0.2243 -1.754
C 0.5132 5.1391 -0.5615 2.070
C 1.0066 5.1108 -2.0148 -2.075
C 0.0364 3.7510 -0.1655 -0.241
N -0.4918 6.2077 -0.4868 0.048
O -1.6803 5.7800 -1.1789 -0.318
H -2.2461 6.4268 2.4796 0.493
H -2.4853 5.3623 1.0886 0.222
H -1.0944 5.1850 2.2020 -0.087
H -1.8452 8.6556 1.3984 0.403
H -1.0530 8.7425 -0.2051 0.464
H -2.5476 7.8703 -0.0384 0.385
H 0.9885 7.9405 0.9890 0.378
H 0.1890 7.6603 2.4756 0.479
H 2.3072 6.3192 2.1818 0.448
H 1.0477 5.1276 2.2035 -0.890
H 2.4877 4.7802 0.2653 0.403
H 2.1949 6.4487 -0.2905 0.381
H 1.3017 6.1079 -2.3433 0.536
H 0.2365 4.8080 -2.7350 0.219
H 1.8318 4.4103 -2.1470 0.373
H -0.1687 3.5964 0.8953 -0.151
H 0.8441 3.0493 -0.3920 0.597
H -0.8478 3.4742 -0.7365 -0.677
H -1.5328 6.2415 -2.0117 0.357
C -2.6323 1.5620 -6.6521 -2.065
C -3.2961 1.5737 -5.2438 1.647
C -3.7939 0.1645 -4.8850 -1.812
C -2.1604 2.0196 -4.3026 -0.832
C -2.6653 2.5213 -2.9447 1.263
C -3.6871 3.6471 -3.1437 -1.512
C -4.8723 3.1810 -3.9943 2.396
C -5.7610 2.2328 -3.2087 -1.880
C -5.6283 4.4487 -4.3548 -2.241
N -4.3132 2.6223 -5.2437 0.356
O -5.3138 2.3932 -6.2151 -0.501
H -2.3112 2.5829 -6.8369 0.539
H -1.8539 0.8047 -6.5812 0.384
H -3.3520 1.2720 -7.4176 0.414
H -2.9964 -0.5574 -5.0777 0.509
H -4.0362 0.0147 -3.8318 0.138
H -4.6593 -0.0183 -5.5221 0.393
H -1.6239 1.0927 -4.0716 0.163
H -1.4957 2.7713 -4.7279 0.450
H -3.0884 1.6345 -2.4515 -0.170
H -1.9276 2.8533 -2.2115 -0.979
H -3.0932 4.4875 -3.5042 0.255
H -4.0684 3.8684 -2.1421 0.458
H -6.5237 2.7841 -2.6512 0.484
H -5.2408 1.5477 -2.5431 0.169
H -6.3774 1.6424 -3.8949 0.365
H -5.0343 5.1218 -4.9796 0.424
H -5.8504 5.0030 -3.4422 0.441
H -6.5360 4.2700 -4.9365 0.428
H -5.1916 3.1162 -6.8385 0.340
C -1.8181 2.6476 4.5594 -1.732
C -0.6206 1.7829 4.0890 1.514
C -1.0916 0.9185 2.9259 -1.988
C 0.5004 2.7274 3.6201 0.754
C 1.5469 3.1694 4.6269 -1.491
C 1.9879 1.9584 5.4074 -0.731
C 0.8731 1.2348 6.1701 1.455
C 1.4712 -0.0162 6.7962 -1.657
C 0.3177 2.1542 7.2889 -1.890
N -0.1584 0.9140 5.1843 1.263
O -1.1362 0.0116 5.6337 -0.482
H -2.7165 2.0752 4.7952 0.522
H -1.5643 3.2210 5.4523 0.320
H -2.0483 3.3690 3.7732 0.274
H -0.3792 0.1117 2.7329 0.090
H -1.9994 0.4045 3.2578 0.517
H -1.3870 1.4425 2.0170 0.430
H 0.9601 2.2739 2.7326 -0.465
H 0.1035 3.6664 3.2198 -0.692
H 2.4289 3.6169 4.1607 0.599
H 1.1398 3.9821 5.2367 0.527
H 2.8021 2.1963 6.0982 0.819
H 2.3797 1.2128 4.7079 -0.489
H 1.6987 -0.7190 5.9893 0.105
H 0.8425 -0.4961 7.5446 0.392
H 2.4235 0.1952 7.2878 0.383
H -0.0411 3.0895 6.8572 0.312
H 1.1074 2.3650 8.0071 0.438
H -0.5861 1.7138 7.7154 0.334
H -1.7509 0.5451 6.1650 0.292
C 7.0834 -0.0085 0.2731 -1.642
C 6.1547 0.2697 1.4634 1.660
C 6.8242 1.3331 2.3689 -1.803
C 4.9147 0.9804 0.8648 -1.737
C 3.7532 1.0910 1.8349 0.808
C 3.3583 -0.3029 2.3379 -0.273
C 4.5732 -1.0279 2.9773 1.422
C 4.8211 -0.3482 4.3615 -1.430
C 4.2051 -2.4695 3.2828 -1.689
N 5.7419 -0.9597 2.1052 0.341
O 6.8414 -1.6655 2.6198 -0.509
H 7.9318 -0.6452 0.5153 0.371
H 6.5775 -0.4584 -0.5840 0.160
H 7.4008 0.9663 -0.1046 0.383
H 7.2611 2.1285 1.7609 0.450
H 6.1408 1.7276 3.1161 0.314
H 7.7322 1.0527 2.9230 0.380
H 5.2175 1.9972 0.5946 0.654
H 4.6406 0.5512 -0.1015 0.206
H 3.9628 1.7210 2.6991 0.205
H 2.9504 1.5527 1.2510 -0.326
H 2.9281 -0.8932 1.5211 0.062
H 2.5535 -0.2427 3.0784 0.033
H 5.7418 -0.6966 4.8289 0.430
H 3.9824 -0.6606 4.9868 0.245
H 4.7592 0.7345 4.2969 0.204
H 3.3804 -2.6321 3.9819 0.098
H 4.9846 -3.0739 3.7506 0.406
H 3.9248 -2.9511 2.3413 0.423
H 7.0898 -1.2138 3.4446 0.396
C 4.4860 -2.2760 -2.0386 -0.781
C 3.0333 -2.0313 -2.4445 0.730
O 2.7976 -0.6180 -2.5641 -0.584
H 4.5656 -3.3277 -1.7426 0.338
H 4.6626 -1.7588 -1.0895 -0.118
H 5.1932 -1.9127 -2.7760 0.332
H 2.3511 -2.4667 -1.7121 -0.296
H 2.8566 -2.4512 -3.4364 0.211
H 2.3591 -0.3923 -1.7362 -0.042
C -4.6050 -1.7887 -1.8422 0.558
C -5.4882 -3.0057 -1.6436 -0.951
O -4.9623 -4.2457 -2.1032 -0.465
H -5.0882 -0.8588 -1.5458 0.412
H -4.3687 -1.6827 -2.9067 0.084
H -3.6425 -1.9201 -1.3405 -0.721
H -6.3634 -2.8378 -2.2921 0.479
H -5.8844 -3.0665 -0.6295 0.341
H -5.1356 -4.2908 -3.0452 0.293
C -2.7934 -4.0728 0.6650 -0.585
C -3.1329 -2.8650 1.5338 -0.003
O -3.5720 -3.2017 2.8297 -0.629
H -3.7145 -4.5822 0.3989 0.403
H -2.0779 -4.6388 1.2647 0.567
H -2.2440 -3.6619 -0.1847 -0.338
H -3.8343 -2.1906 1.0341 0.354
H -2.2481 -2.2048 1.5872 -0.166
H -2.8546 -3.6845 3.2554 0.369
C 0.8886 -3.4991 1.8683 0.703
C 0.3696 -3.6142 3.3045 -0.780
O -0.4724 -4.7542 3.4016 -0.589
H 1.6483 -2.7202 1.9531 -0.696
H 0.1293 -3.1411 1.1735 -0.271
H 1.2883 -4.4720 1.6008 0.421
H -0.1340 -2.7106 3.6694 0.263
H 1.2608 -3.7262 3.9361 0.538
H -0.7027 -4.8978 4.3252 0.334
C -0.7713 -0.3508 -1.7100 -0.103
C -0.1163 -0.5810 -0.3646 1.668
O 1.0099 0.3015 -0.2117 0.503
H -1.0063 0.6913 -1.9434 -0.496
H -1.7915 -0.7545 -1.7746 -0.099
H -0.2386 -0.8353 -2.5276 0.131
H 0.3151 -1.5899 -0.3404 -1.009
H -0.8637 -0.5874 0.4330 0.157
H 1.1916 0.2252 0.7344 -0.687
```

Computed properties:
E_LUMO: 0.44 eV
Kohn-Sham gap: 8.757 eV
SMILES: CC1(C)CCCC(C)(C)N1O.CC1(C)CCCC(C)(C)N1O.CC1(C)CCCC(C)(C)N1O.CC1(C)CCCC(C)(C)N1O.CC1(C)CCCC(C)(C)N1O.CCO.CCO.CCO.CCO.CCO
calculated total energy: -3196.479915 hartree
highest occupied orbital energy: -8.319 eV
F_max: 0.0446 hartree/bohr

=====

DFT (ωB97M-V with the def2-TZVPD basis set) results for a molecular structure, C55H39N15O2Ta.

```
112
Properties=species:S:1:pos:R:3:mulliken_charge:R:1
Ta 0.4368 -0.6828 -1.1138 1.706
C 2.5985 -6.8660 -0.8584 -0.612
C 1.5158 -7.1413 -1.6898 -0.750
C 0.7937 -6.1232 -2.2868 -0.384
C 1.1822 -4.8224 -2.0116 0.429
C 0.6634 -3.5457 -2.4382 -0.009
N -0.2537 -3.3940 -3.3576 -0.281
C -0.7509 -2.2297 -3.6939 -0.476
C -1.6154 -2.0465 -4.8344 0.362
C -1.9841 -2.8966 -5.8659 -0.384
C -2.7775 -2.3681 -6.8701 -0.754
C -3.1931 -1.0369 -6.8366 -0.648
C -2.8409 -0.1892 -5.7984 -0.395
C -2.0481 -0.7076 -4.7857 0.420
C -1.4093 -0.1170 -3.6302 0.166
N -1.5770 1.1319 -3.2575 -0.460
C -0.7443 1.7571 -2.4647 -0.484
N 0.4624 1.2337 -2.0627 -0.377
C 1.2253 2.2512 -1.5778 0.058
N 2.4815 2.1480 -1.2144 -0.452
C 3.0915 1.0100 -0.9783 -0.077
N 2.5376 -0.2390 -1.0220 -0.074
C 3.4680 -1.1321 -0.5505 -0.098
N 3.3464 -2.4387 -0.5199 -0.410
C 2.3683 -3.0965 -1.0954 0.168
N 1.3610 -2.5334 -1.8364 -0.400
C 2.2657 -4.5396 -1.1562 0.339
C 2.9905 -5.5679 -0.5767 -0.588
C 4.6645 -0.4225 -0.1478 0.443
C 5.8538 -0.8236 0.4440 -0.354
C 6.8106 0.1463 0.6955 -0.677
C 6.5926 1.4832 0.3663 -0.746
C 5.4058 1.8976 -0.2151 -0.261
C 4.4396 0.9336 -0.4620 0.232
C 0.4359 3.4606 -1.5090 0.165
C 0.6834 4.7000 -0.9386 -0.428
C -0.3745 5.5901 -0.8505 -0.685
C -1.6296 5.2731 -1.3692 -0.664
C -1.8738 4.0576 -1.9895 -0.033
C -0.8355 3.1368 -2.0347 0.302
N -0.6056 -1.0473 -3.0223 -0.094
H 3.1432 -7.6876 -0.4242 0.425
H 1.2416 -8.1670 -1.8768 0.435
H -0.0475 -6.3209 -2.9311 0.560
H -1.6316 -3.9165 -5.8788 0.578
H -3.0664 -2.9899 -7.7036 0.444
H -3.7790 -0.6549 -7.6582 0.442
H -3.1502 0.8423 -5.7751 0.577
H 3.8197 -5.3531 0.0752 0.589
H 6.0177 -1.8546 0.7101 0.592
H 7.7455 -0.1342 1.1567 0.436
H 7.3619 2.2090 0.5806 0.421
H 5.2326 2.9310 -0.4707 0.589
H 1.6642 4.9472 -0.5637 0.549
H -0.2316 6.5455 -0.3646 0.447
H -2.4292 5.9933 -1.2796 0.452
H -2.8475 3.8256 -2.3936 0.557
C -3.2552 0.9304 0.1873 -1.474
C -2.5590 -0.3297 -0.2591 1.007
O -1.2759 -0.2108 -0.5735 0.076
C -3.1990 -1.5107 -0.3678 -1.586
C -2.5244 -2.7140 -0.8649 1.111
C -3.1796 -3.4256 -2.0104 -1.579
N -1.4596 -3.2297 -0.3678 -0.199
N -0.9508 -3.1177 0.8311 -0.348
C 0.0682 -2.4574 1.2408 0.188
O 0.6996 -1.5751 0.4851 0.166
C 0.5235 -2.6361 2.6241 0.744
C -0.1457 -3.4979 3.4917 -0.643
C 0.2198 -3.5561 4.8230 -0.788
C 1.2554 -2.7640 5.2978 -0.562
C 1.9542 -1.9412 4.4280 -1.079
C 1.5961 -1.8779 3.0938 0.076
H -2.6638 1.7974 -0.1013 -0.103
H -3.3738 0.9130 1.2688 0.400
H -4.2439 1.0132 -0.2518 0.631
H -4.2563 -1.5718 -0.1624 0.518
H -4.1533 -3.7952 -1.6872 0.506
H -2.5730 -4.2684 -2.3270 0.353
H -3.3451 -2.7566 -2.8566 0.282
H -0.9440 -4.1040 3.0955 0.485
H -0.3014 -4.2136 5.5024 0.448
H 1.5267 -2.7974 6.3429 0.426
H 2.7768 -1.3470 4.7989 0.479
H 2.1344 -1.2387 2.4078 0.415
C -1.0072 0.2604 2.8535 -0.345
C 0.0187 1.2636 2.4794 0.122
N 0.7778 1.2567 1.4023 1.341
C 1.6249 2.3281 1.5421 -0.395
C 1.3618 2.9868 2.6980 -1.771
N 0.3390 2.3022 3.2974 0.527
C -0.2625 2.7125 4.5367 -1.165
N -0.8787 4.0010 4.3958 0.735
N -0.4786 5.0416 5.1574 -0.821
N -1.1328 6.0788 4.8768 -0.535
C -2.0211 5.7940 3.8815 0.114
C -2.9666 6.5808 3.2285 -0.843
C -3.7134 5.9774 2.2447 -0.664
C -3.5241 4.6347 1.8939 -0.442
C -2.6004 3.8368 2.5308 0.633
C -1.8576 4.4282 3.5427 0.842
H -1.1931 -0.3983 2.0129 -1.179
H -1.9427 0.7263 3.1584 0.722
H -0.6486 -0.3467 3.6843 0.361
H 2.3847 2.5685 0.8307 0.674
H 1.7932 3.8674 3.1296 0.514
H 0.5063 2.8308 5.3115 0.398
H -0.9885 1.9583 4.8584 0.470
H -3.0927 7.6145 3.4973 0.465
H -4.4710 6.5423 1.7256 0.432
H -4.1232 4.2117 1.1018 0.456
H -2.4592 2.8059 2.2531 -0.420
```

Computed properties:
E_LUMO (alpha / beta): -4.38 / -4.38 eV
charge: +1
Kohn-Sham gap (alpha / beta): 4.586 / 4.584 eV
calculated total energy: -3148.148277 hartree
highest occupied orbital energy (alpha / beta): -8.964 / -8.963 eV
F_max: 0.0611 hartree/bohr

=====

DFT (ωB97M-V with the def2-TZVPD basis set) results for a molecular structure, C55H42ClN3O8P2S3Sn.

```
115
Properties=species:S:1:pos:R:3:mulliken_charge:R:1
Sn 0.7493 0.4530 -1.2868 1.675
S -0.4868 -1.8938 0.7879 -0.515
P -0.9509 -2.4849 -1.0402 1.404
C -0.1439 -2.2126 -2.5271 -1.217
P 1.5111 -2.6810 -2.4026 1.683
S 2.7881 -1.2884 -1.6670 -0.848
C 2.0256 -2.9912 -4.1190 -0.016
C 3.3007 -2.6689 -4.5586 -0.743
C 3.6158 -2.7754 -5.8998 -0.697
C 2.6649 -3.2159 -6.8040 -0.461
C 1.4001 -3.5651 -6.3635 -0.691
C 1.0788 -3.4494 -5.0248 0.042
C 1.8663 -4.2236 -1.4867 0.339
C 1.7819 -5.4724 -2.0916 -0.703
C 1.9075 -6.6179 -1.3262 -0.600
C 2.0943 -6.5268 0.0438 -0.530
C 2.1744 -5.2829 0.6492 -0.765
C 2.0670 -4.1361 -0.1133 -0.435
C -2.5885 -1.6457 -1.4257 -0.075
C -3.8824 -1.9963 -0.7488 -0.021
C -5.1295 -1.6588 -1.3919 -1.117
C -5.1281 -0.8799 -2.5004 -0.457
C -3.9126 -0.5224 -3.1489 -0.873
C -2.7122 -0.9430 -2.6913 -0.450
C -1.4975 -4.2297 -0.9272 0.066
C -2.0443 -4.8384 -2.0524 -0.595
C -2.2001 -6.2084 -2.0807 -0.737
C -1.7889 -6.9780 -1.0005 -0.520
C -1.2462 -6.3722 0.1189 -0.563
C -1.0999 -4.9993 0.1574 -0.361
H 4.0211 -2.2956 -3.8457 0.397
H 4.5960 -2.4835 -6.2512 0.356
H 2.9030 -3.2766 -7.8588 0.345
H 0.6539 -3.9007 -7.0731 0.368
H 0.0836 -3.6863 -4.6736 0.281
H 1.6170 -5.5429 -3.1598 0.394
H 1.8551 -7.5918 -1.7980 0.401
H 2.1774 -7.4269 0.6398 0.376
H 2.3112 -5.2073 1.7201 0.385
H 2.1305 -3.1587 0.3455 0.415
H -3.8838 -2.7922 -0.0077 0.474
H -6.0361 -2.0613 -0.9684 0.578
H -6.0659 -0.5898 -2.9522 0.448
H -3.9659 0.0240 -4.0782 0.523
H -1.8000 -0.8154 -3.2571 0.434
H -2.3199 -4.2191 -2.8979 0.287
H -2.6246 -6.6886 -2.9520 0.390
H -1.8893 -8.0549 -1.0346 0.363
H -0.9224 -6.9702 0.9598 0.435
H -0.6711 -4.5014 1.0170 0.378
O -3.0158 -0.9290 -0.2501 0.293
C -2.8594 0.5948 -0.1616 1.217
O -2.0996 1.0468 -0.9726 -0.521
C -3.5473 1.0929 0.9480 -0.204
C -2.8487 2.1500 1.7884 1.295
C -3.7832 2.8353 2.7352 -1.026
C -5.0335 2.4277 2.9546 -0.700
C -5.5684 1.2761 2.2841 -0.882
C -4.8043 0.6409 1.3151 -0.247
N -6.8665 0.8698 2.5379 1.001
O -7.3096 -0.1320 1.9567 -0.716
O -7.5541 1.5222 3.3375 -0.727
H -2.0331 1.6478 2.3456 0.198
H -3.3722 3.6989 3.2352 0.180
H -5.6866 2.9501 3.6354 0.487
H -5.2700 -0.1605 0.7629 0.556
S 0.2284 1.2255 -3.7293 -0.483
C 1.0651 0.3071 -4.8230 0.611
N 1.6065 -0.2764 -5.6579 -0.641
C 2.4830 2.7317 5.2630 -1.516
C 1.2602 3.5679 5.0056 0.965
C 0.3930 3.8202 6.0620 -0.903
C -0.7663 4.5472 5.8641 -0.967
C -1.0775 4.9958 4.5996 -0.555
C -0.2167 4.7660 3.5193 -0.301
N -0.6489 5.2878 2.3037 -0.174
C -0.0211 5.2281 1.0342 -0.891
C 0.7819 6.2865 0.6335 -0.216
C 1.3291 6.3045 -0.6358 -0.639
C 1.0534 5.2867 -1.5309 -0.739
C 0.2493 4.2302 -1.1476 -0.449
C -0.2715 4.1863 0.1343 0.515
C -0.9358 2.9761 0.6719 1.020
O -2.2053 3.1821 1.0095 -0.426
O -0.3306 1.9561 0.8978 -0.344
C 0.9894 4.0745 3.7310 0.763
C 1.9577 3.8572 2.6075 -0.222
H 2.4927 2.3766 6.2910 0.360
H 3.3974 3.2985 5.0922 0.379
H 2.5039 1.8634 4.6074 0.229
H 0.6272 3.4435 7.0478 0.314
H -1.4316 4.7582 6.6915 0.375
H -1.9973 5.5446 4.4283 0.509
H -1.6589 5.2602 2.2203 0.469
H 0.9689 7.0845 1.3380 0.432
H 1.9722 7.1202 -0.9269 0.355
H 1.4877 5.2952 -2.5168 0.382
H 0.0429 3.4291 -1.8361 0.631
H 2.2177 4.7955 2.1246 0.285
H 1.5280 3.2113 1.8465 -0.492
H 2.8756 3.3936 2.9466 0.552
Cl 6.2111 0.0305 3.8973 -0.287
C 5.3276 0.7632 2.5914 0.409
C 4.0134 0.3952 2.3665 -1.227
C 3.3131 1.0054 1.3400 0.475
C 3.9123 1.9840 0.5602 0.575
C 5.2329 2.3339 0.8072 -0.647
C 5.9548 1.7218 1.8147 -0.744
C 3.1618 2.7678 -0.5044 -0.175
O 3.5390 3.9080 -0.7419 -0.728
O 2.1780 2.1947 -1.0681 -0.045
H 3.5400 -0.3479 2.9909 0.534
H 2.2762 0.7381 1.1708 0.343
H 5.6756 3.1086 0.1996 0.462
H 6.9829 1.9943 2.0045 0.418
```

Computed properties:
E_LUMO: 3.46 eV
charge: -2
Kohn-Sham gap: 5.798 eV
calculated total energy: -5439.007013 hartree
highest occupied orbital energy: -2.339 eV
F_max: 0.0383 hartree/bohr